# 1
C3H6S as an isolated structure, computed with the ωB97M-V functional and the def2-TZVPD basis.

Summary:
ΔE to the lowest compared entry with this formula, charge and spin in kJ/mol: 339.8
Energy in hartree: -515.9364

Atoms and positions in Å:
C  -0.34803  0.28002  -0.42172
C  0.85140  0.71801  0.21758
C  -0.56766  -1.22632  0.05441
H  -0.47038  0.74045  -1.69384
H  -1.36016  0.99325  0.09051
H  1.84824  0.74485  -0.53586
H  0.89118  1.86752  0.84062
H  -0.48745  -1.96114  -0.69497
H  -1.30872  -1.29347  1.03070
S  0.95158  -0.86318  1.11256

---

# 2
A 7-piece molecular cluster, C32H66N6O7 overall, computed with the ωB97M-V functional and the def2-TZVPD basis.

Summary:
ΔE to the lowest compared entry with this formula, charge and spin in kJ/mol: 130.5
SMILES string: O=[N+]([O-])c1ccccc1.COC[C@H](C)N.COC[C@H](C)N.COC[C@H](C)N.COC[C@H](C)N.COC[C@H](C)N.c1ccccc1
Energy in hartree: -2113.7593

Atoms and positions in Å:
O  -5.65222  5.33343  -4.38441
N  -5.37024  4.41089  -3.58212
O  -5.57890  4.48772  -2.33141
C  -5.14872  3.11018  -4.24605
C  -4.43368  2.96047  -5.42648
C  -4.05596  1.73321  -5.85368
C  -4.45775  0.57495  -5.14345
C  -5.26446  0.71268  -4.04754
C  -5.59493  1.96894  -3.51099
H  -4.14055  3.84987  -5.96447
H  -3.53339  1.72674  -6.79882
H  -4.12241  -0.41208  -5.42585
H  -5.47926  -0.21716  -3.54193
H  -6.16857  2.08404  -2.60321
C  5.27450  -2.16272  -4.76371
O  6.53855  -2.35452  -4.12341
C  7.42839  -1.35440  -4.67325
C  8.90150  -1.48428  -4.15198
C  9.67217  -2.69298  -4.60336
N  8.93422  -1.59930  -2.70801
H  4.76673  -1.22642  -4.53219
H  4.62151  -2.90266  -4.30090
H  5.26361  -2.44211  -5.81725
H  7.38589  -1.25025  -5.75743
H  6.99297  -0.38893  -4.41563
H  9.48034  -0.58727  -4.37203
H  9.00925  -3.55222  -4.50161
H  10.62187  -2.86526  -4.09691
H  9.92031  -2.57788  -5.65848
H  8.55441  -2.50478  -2.47142
H  8.27549  -0.95129  -2.30027
C  7.22330  2.13365  1.25488
O  6.46735  1.22514  0.52695
C  5.19251  1.00888  1.04907
C  5.22440  0.41367  2.48762
C  5.94553  -0.92446  2.60925
N  3.86458  0.17005  3.04406
H  7.49732  1.69643  2.21501
H  6.76315  3.12177  1.25540
H  8.12947  2.29417  0.67077
H  4.45367  1.79516  0.89419
H  4.78258  0.21591  0.42357
H  5.63243  1.17965  3.14708
H  5.45511  -1.68952  2.00736
H  5.98385  -1.12510  3.67994
H  6.97472  -0.78924  2.27670
H  3.77249  -0.59443  3.69767
H  3.22490  -0.02699  2.28769
C  -1.15090  -8.65138  -3.66280
O  -2.43437  -9.15511  -3.95815
C  -3.43832  -8.99920  -2.94036
C  -3.74356  -7.51807  -2.64328
C  -4.85813  -7.35415  -1.54416
N  -4.04658  -6.81546  -3.88645
H  -0.74079  -9.41367  -3.00036
H  -1.04106  -7.71219  -3.12063
H  -0.47004  -8.74736  -4.50858
H  -4.31288  -9.61689  -3.14461
H  -3.09499  -9.40507  -1.98880
H  -2.90617  -6.96157  -2.22236
H  -5.83236  -7.46937  -2.01924
H  -4.86781  -6.33661  -1.15349
H  -4.69132  -8.13595  -0.80318
H  -4.93438  -7.15504  -4.22792
H  -3.38151  -7.20316  -4.54027
C  -1.10682  -0.63394  -0.27094
O  -0.61901  0.27767  0.67971
C  -0.93787  1.56350  0.15282
C  -0.85046  2.58294  1.30060
C  -1.80085  2.27609  2.50763
N  -1.13192  3.91956  0.87634
H  -2.18189  -0.50789  -0.39920
H  -0.96633  -1.68822  -0.03250
H  -0.72475  -0.48796  -1.28130
H  -0.27270  1.78782  -0.68104
H  -1.94968  1.73812  -0.21305
H  0.17820  2.43229  1.62812
H  -1.79141  3.05965  3.26530
H  -1.54315  1.32038  2.96404
H  -2.83441  2.16440  2.17992
H  -0.70312  4.59863  1.48879
H  -2.13860  3.94880  0.95282
C  0.61610  8.38056  4.66441
O  -0.69687  7.95166  4.46599
C  -1.53443  9.15345  4.47503
C  -2.98820  8.84486  4.94430
C  -3.80691  8.02440  3.97834
N  -3.75099  10.02494  5.34942
H  1.24405  7.53646  4.94949
H  0.81507  9.18542  5.37201
H  1.12989  8.50518  3.71121
H  -1.12182  9.91691  5.13456
H  -1.60691  9.52406  3.45254
H  -2.91344  8.20857  5.82614
H  -3.50272  8.30476  2.96989
H  -4.87489  8.22502  4.06348
H  -3.67493  6.96831  4.21361
H  -3.86065  10.62924  4.54761
H  -3.28719  10.51902  6.09834
C  -3.83035  -5.58234  5.14151
C  -5.07768  -5.05596  4.82526
C  -5.30191  -3.70135  4.61738
C  -4.20232  -2.92705  4.56983
C  -2.94452  -3.45038  4.89960
C  -2.75300  -4.76536  5.27518
H  -3.64453  -6.61514  5.39687
H  -5.85029  -5.80982  4.85930
H  -6.26018  -3.29283  4.33230
H  -4.32330  -1.89425  4.27814
H  -2.08312  -2.79956  4.87082
H  -1.82207  -5.24173  5.54505

---

# 3
C26H20N2O3Tl as an isolated structure, computed with the ωB97M-V functional and the def2-TZVPD basis.

Summary:
Charge: -1
ΔE to the lowest compared entry with this formula, charge and spin in kJ/mol: 78.6
Energy in hartree: -1510.5119

Atoms and positions in Å:
Tl  -2.02129  1.64069  -0.89842
O  0.05049  0.08635  -1.44932
C  0.03400  -1.34385  -1.45630
C  -1.52391  -1.80827  -1.42266
O  -1.74723  -2.92040  -1.90296
O  -2.31680  -0.97437  -0.92425
C  0.69546  -1.95923  -0.24427
C  0.66072  -3.34963  -0.09241
C  1.25417  -3.95762  0.99848
C  1.91335  -3.19782  1.95926
C  1.95419  -1.82312  1.81614
C  1.33991  -1.20821  0.73230
C  0.66327  -1.80341  -2.76344
C  -0.01222  -1.54418  -3.95336
C  0.55455  -1.86341  -5.17481
C  1.81239  -2.44861  -5.23366
C  2.48640  -2.72493  -4.05534
C  1.91631  -2.40391  -2.83018
H  0.83914  0.40352  -0.99454
H  0.14575  -3.93835  -0.83930
H  1.20810  -5.03556  1.09774
H  2.39136  -3.67689  2.80487
H  2.45653  -1.21420  2.55807
H  1.37480  -0.12651  0.67771
H  -0.99701  -1.09633  -3.90802
H  0.00619  -1.66278  -6.08734
H  2.26050  -2.69146  -6.18946
H  3.46251  -3.19468  -4.08482
H  2.45708  -2.62915  -1.92040
C  -1.79063  -0.88199  4.60735
C  -1.22392  0.34862  4.92144
C  -1.05037  1.30888  3.94175
C  -1.45189  1.04581  2.62647
C  -2.02212  -0.19006  2.31901
C  -2.18633  -1.14726  3.30509
N  -1.30951  1.96342  1.56509
N  -0.91277  3.10682  1.90012
C  -0.67483  4.01283  0.88092
C  -0.61678  5.35984  1.28706
C  -0.24588  6.33672  0.38978
C  0.00929  5.98866  -0.93464
C  -0.17982  4.67569  -1.35276
C  -0.42413  3.62637  -0.46540
H  -1.92899  -1.62780  5.38077
H  -0.92655  0.56284  5.94114
H  -0.61441  2.27104  4.16796
H  -2.33773  -0.38233  1.29812
H  -2.62203  -2.10444  3.04827
H  -0.92854  5.62136  2.29299
H  -0.18527  7.37260  0.70221
H  0.36029  6.74366  -1.63109
H  -0.05581  4.45509  -2.41097

---

# 4
An isolated ion of composition C6H8N and charge +1, computed with the ωB97M-V functional and the def2-TZVPD basis.

Summary:
Charge: +1
ΔE to the lowest compared entry with this formula, charge and spin in kJ/mol: 445.4
SMILES string: CC1=CC[N+]#CC1
Energy in hartree: -287.7866

Atoms and positions in Å:
C  -1.59738  -0.32728  0.00029
C  -0.11009  -0.06522  -0.00494
C  0.51177  1.10035  0.07950
C  2.13049  1.11799  -0.01100
N  2.67877  -0.26368  -0.01637
C  1.89840  -1.14337  0.03210
C  0.53190  -1.54355  -0.04740
H  -1.90868  -0.79116  -0.89875
H  -2.04693  0.55767  0.20291
H  -1.80101  -1.11659  0.67183
H  0.06236  2.05220  -0.24515
H  2.57262  1.60463  0.89783
H  2.51770  1.35927  -1.00329
H  0.06080  -2.17169  -0.76687
H  0.14172  -1.87164  0.83735

---

| no. | HOMO (eV) |
| --- | --- |
| 1 | -8.471 |
| 2 | -8.983 |
| 3 | -4.092 |
| 4 | -14.813 |